a) Formula: C5H14
Source: OMol25
Level of theory: ωB97M-V/def2-TZVPD

Values from the calculation:
Gap between HOMO and LUMO (Ha): 0.4334
Highest occupied orbital energy (hartree): -0.394
Lowest unoccupied orbital energy (Ha): 0.040
SMILES: CCC.CC

Geometry as ORCA input:
```
! wB97M-V def2-TZVPD RIJCOSX def2/J DEFGRID3
* xyz 0 1
H -0.93819 -0.93980 -3.57470
H 1.23211 -1.46120 -1.56729
C 0.82260 -1.02681 -2.35095
H 1.74907 1.92260 1.97844
H 0.38022 2.62669 1.06074
H -1.32927 -1.22736 -2.05909
H 1.63979 -1.18678 -3.12340
H 0.85925 0.09492 -2.17850
H 0.77193 0.00679 2.59761
H -0.40701 -2.48238 -2.78333
H 0.52571 0.13125 0.71163
C 0.70101 1.90522 1.88725
H 0.23254 2.37264 2.83412
H -1.54717 -0.75777 1.28726
C -0.52521 -1.48477 -2.76847
C -1.14669 0.14627 1.90339
H -1.85108 1.11381 1.62099
C 0.26225 0.43837 1.64841
H -1.43186 -0.19168 2.87590
*
```

***

b) Formula: C5H14
Source: OMol25
Level of theory: ωB97M-V/def2-TZVPD

Values from the calculation:
Gap between HOMO and LUMO (Ha): 0.4534
Highest occupied orbital energy (hartree): -0.411
Lowest unoccupied orbital energy (Ha): 0.042
SMILES: CCC.CC

Geometry as ORCA input:
```
! wB97M-V def2-TZVPD RIJCOSX def2/J DEFGRID3
* xyz 0 1
H -0.61896 1.97266 -3.10843
H -0.28984 -1.51623 1.06860
H 2.29084 -0.03339 1.03671
H -0.15795 -0.34642 -2.64171
H 1.38885 -0.12343 3.21594
H 1.63363 -1.14639 -0.07581
C 0.62302 -0.82832 2.88804
H 1.15306 0.62089 -0.06611
C -0.84182 0.16953 -1.95635
H -0.43572 0.24071 -0.95084
C 0.18213 -0.60833 1.45245
H 1.21938 -1.75171 2.90409
H -2.22702 1.43331 -3.09148
H -0.19346 -0.98561 3.58870
C 1.36066 -0.27085 0.51152
H -1.58949 2.20583 -1.64643
H -0.60833 0.13224 1.31357
C -1.34708 1.51418 -2.44812
H -1.54191 -0.67867 -1.99435
*
```

***

Relative energies, unit kJ/mol: a) 120.1; b) 0.0

***

a) Formula: C5H14
Source: OMol25
Level of theory: ωB97M-V/def2-TZVPD

Values from the calculation:
Gap between HOMO and LUMO (Ha): 0.4571
Highest occupied orbital energy (hartree): -0.415
Lowest unoccupied orbital energy (Ha): 0.043
SMILES: CCC.CC

Geometry as ORCA input:
```
! wB97M-V def2-TZVPD RIJCOSX def2/J DEFGRID3
* xyz 0 1
C -0.72583 -1.13292 -0.63273
H -1.43243 -3.10216 -0.61550
H -2.69547 -1.95181 -0.84000
H -1.78902 -2.30198 -2.27399
H -0.37977 -0.46056 -1.42137
C -1.34361 -0.28877 0.49677
H 0.68396 1.94185 1.42795
H 2.26046 1.66593 2.01105
H 0.05834 -1.67895 -0.11117
H 1.43089 1.43140 -0.89192
C 2.12619 1.83517 -0.14540
H -1.64633 0.73533 0.23958
H 2.09345 2.92847 -0.26112
H 1.45756 0.30647 1.30197
H 3.17992 1.83344 -0.42114
C 1.59054 1.38092 1.19671
C -1.70153 -2.22338 -1.19419
H -2.34550 -0.69886 0.69503
H -0.82185 -0.21959 1.43946
*
```

***

b) Formula: C5H14
Source: OMol25
Level of theory: ωB97M-V/def2-TZVPD

Values from the calculation:
Gap between HOMO and LUMO (Ha): 0.4538
Highest occupied orbital energy (hartree): -0.412
Lowest unoccupied orbital energy (Ha): 0.042
SMILES: CCC.CC

Geometry as ORCA input:
```
! wB97M-V def2-TZVPD RIJCOSX def2/J DEFGRID3
* xyz 0 1
H -2.12264 1.72898 -1.15818
H 1.69467 -2.46318 2.03927
C -1.29694 1.13355 -0.78378
H -0.11824 2.95049 -1.15383
H -0.41605 1.39774 1.14123
H 0.05270 1.66960 -2.37316
H 0.77085 -1.73373 -0.78569
H 2.79880 -2.52268 0.72759
H -0.14110 -1.68143 0.58732
H -2.06152 2.02327 1.07710
C 0.88177 -1.50342 0.27478
C 1.73687 -2.58578 0.95184
H 0.84427 1.50281 -0.83673
H -1.46545 0.16509 -1.24930
H 1.24699 -0.49153 0.43966
H -1.70267 0.25431 1.21874
C -0.06465 1.87526 -1.30898
C -1.42848 1.20338 0.75501
H 1.33463 -3.56348 0.70364
*
```

***

c) Formula: C5H14
Source: OMol25
Level of theory: ωB97M-V/def2-TZVPD

Values from the calculation:
Gap between HOMO and LUMO (Ha): 0.4504
Highest occupied orbital energy (hartree): -0.408
Lowest unoccupied orbital energy (Ha): 0.042
SMILES: CCC.CC

Geometry as ORCA input:
```
! wB97M-V def2-TZVPD RIJCOSX def2/J DEFGRID3
* xyz 0 1
C 2.59718 0.53133 -0.85503
H 1.40261 -0.92950 -1.84216
H -1.00382 0.12554 -0.60359
H -1.64204 1.16807 2.77396
C 2.42972 -0.81998 -1.57985
H 3.10289 -0.89002 -2.43237
H -2.13087 1.96184 1.17343
H -0.56317 1.12236 1.50991
C -1.63882 1.14146 1.68288
H -1.22025 -1.63825 -0.03618
H 2.61855 -1.65954 -0.91989
H 2.38012 1.30990 -1.58568
H -2.50279 -0.72126 -0.83542
H 3.57272 0.58792 -0.37484
H 1.86044 0.62994 -0.05159
H -3.31168 -0.05224 1.04983
C -2.24509 -0.19600 1.21485
C -1.63789 -0.64756 -0.18379
H -2.06782 -1.02403 1.89552
*
```

***

Relative energies, unit kJ/mol: a) 58.2; b) 0.0; c) 14.2

***

a) Formula: C5H14
Source: OMol25
Level of theory: ωB97M-V/def2-TZVPD

Values from the calculation:
Gap between HOMO and LUMO (Ha): 0.4487
Highest occupied orbital energy (hartree): -0.406
Lowest unoccupied orbital energy (Ha): 0.043
SMILES: CCC.CC

Geometry as ORCA input:
```
! wB97M-V def2-TZVPD RIJCOSX def2/J DEFGRID3
* xyz 0 1
H 0.27078 0.49035 3.34411
H 1.15027 -2.22139 -0.73347
C 0.20502 -2.03880 -1.23189
H -1.39622 1.76197 0.02260
H -0.63567 -0.68822 -2.72543
H 1.23295 0.86473 1.25087
C 0.32624 -1.12570 -2.46513
H 0.84362 -1.65844 -3.26052
H -0.51505 -1.62742 -0.52779
H 0.12671 2.54582 -0.03158
H -0.35453 2.06602 2.75460
H -0.18151 -3.00480 -1.57493
C -0.32776 1.55062 0.04076
H 0.05268 -0.33170 0.91072
H -0.11391 1.13593 -0.94316
H -1.40082 0.72727 2.65549
C 0.14833 0.70947 1.20001
C -0.33950 0.98749 2.60476
H 0.99467 -0.30345 -2.19622
*
```

***

b) Formula: C5H14
Source: OMol25
Level of theory: ωB97M-V/def2-TZVPD

Values from the calculation:
Gap between HOMO and LUMO (Ha): 0.4601
Highest occupied orbital energy (hartree): -0.419
Lowest unoccupied orbital energy (Ha): 0.041
SMILES: CCC.CC

Geometry as ORCA input:
```
! wB97M-V def2-TZVPD RIJCOSX def2/J DEFGRID3
* xyz 0 1
H -0.29370 3.10065 1.94635
C -1.45015 -1.98427 -1.93200
H 0.21449 2.51869 0.32858
H 0.21332 -0.54317 2.08921
H 1.97672 -0.53308 1.99506
C 1.03930 1.40940 2.05102
C -0.32626 -1.21031 -2.61798
H 1.00603 -0.16676 0.54596
H -0.96602 1.61216 1.30405
H 0.19669 -1.90516 -3.27940
H -2.04233 -2.56663 -2.64409
H 0.84762 1.48934 3.12686
H -1.02950 -2.66518 -1.19511
H -0.67090 -0.42593 -3.28043
C 1.07081 -0.06188 1.62530
C -0.05583 2.22349 1.34358
H 0.41961 -0.84206 -1.91362
H 2.01414 1.88380 1.94696
H -2.16405 -1.33309 -1.44028
*
```

***

c) Formula: C5H14
Source: OMol25
Level of theory: ωB97M-V/def2-TZVPD

Values from the calculation:
Gap between HOMO and LUMO (Ha): 0.4636
Highest occupied orbital energy (hartree): -0.423
Lowest unoccupied orbital energy (Ha): 0.041
SMILES: CCC.CC

Geometry as ORCA input:
```
! wB97M-V def2-TZVPD RIJCOSX def2/J DEFGRID3
* xyz 0 1
H -0.11744 1.35036 2.67529
C -0.18278 1.14604 1.59920
H -0.79436 1.96460 1.20659
H -0.49119 -2.81768 -0.47803
C -1.26022 -1.86869 -2.28417
H 0.92065 0.53035 -0.09590
C -1.42164 -2.39829 -0.85896
H 2.00837 2.73148 1.70584
H 1.73309 0.26428 1.51593
H 1.31388 2.95871 0.10392
H -2.24197 -1.58799 -2.68354
C 1.86291 2.25586 0.72993
H 2.88108 2.16166 0.34505
H -1.64339 -1.53030 -0.22751
H -0.58772 -1.02341 -2.36449
H -0.91002 0.32426 1.64267
C 1.14479 0.93322 0.89101
H -2.24785 -3.08802 -0.72218
H -0.99659 -2.70125 -2.93969
*
```

***

d) Formula: C5H14
Source: OMol25
Level of theory: ωB97M-V/def2-TZVPD

Values from the calculation:
Gap between HOMO and LUMO (Ha): 0.4523
Highest occupied orbital energy (hartree): -0.411
Lowest unoccupied orbital energy (Ha): 0.041
SMILES: CCC.CC

Geometry as ORCA input:
```
! wB97M-V def2-TZVPD RIJCOSX def2/J DEFGRID3
* xyz 0 1
C 1.80403 -2.23767 -0.32587
H -0.93509 2.35760 -2.04260
H 1.53830 -2.59904 -1.32256
H 0.66069 0.26894 1.73902
H -3.09672 2.23567 -0.41289
H -2.64318 0.82451 -1.27865
H 2.73086 -1.66652 -0.36461
H 1.92846 -3.12666 0.28940
H -1.16129 3.40013 -0.63159
H 0.74693 -1.29197 2.54577
C 0.99826 -0.77072 1.62262
H 2.06624 -0.57001 1.72122
H -0.17757 -1.94527 0.34338
H -0.09501 2.10581 -0.56199
C -2.27881 1.53260 -0.55076
H 0.37918 -0.52026 -0.39190
C 0.72424 -1.32637 0.23473
H -2.11130 0.96007 0.36196
C -1.07823 2.36917 -0.97465
*
```

***

Relative energies, unit kJ/mol: a) 20.6; b) 0.0; c) 13.2; d) 34.5

***

a) Formula: C5H14
Source: OMol25
Level of theory: ωB97M-V/def2-TZVPD

Values from the calculation:
Gap between HOMO and LUMO (Ha): 0.4588
Highest occupied orbital energy (hartree): -0.416
Lowest unoccupied orbital energy (Ha): 0.043
SMILES: CCC.CC

Geometry as ORCA input:
```
! wB97M-V def2-TZVPD RIJCOSX def2/J DEFGRID3
* xyz 0 1
C 0.52712 2.22908 -1.19827
H 1.25596 -1.03959 1.34965
H -0.07087 0.16800 1.07938
H -0.64922 3.71143 0.00696
H -0.32784 -1.25799 2.02872
C 0.19500 -0.88523 1.13887
H -1.35389 -3.08977 1.10048
H 0.56676 -1.72357 -0.85350
H -1.43708 -3.44104 -0.60503
C -0.79481 -3.04027 0.17220
H -1.00537 -1.05984 -0.62883
C -0.23730 -1.65517 -0.12280
H 1.43628 2.53962 -1.69629
H -0.33595 2.12983 -1.84036
C 0.27960 3.12095 0.02147
H 1.04499 3.87288 0.22006
H 0.02582 -3.75458 0.26687
H 0.13988 2.52828 0.92064
H 0.71132 1.21871 -0.86266
*
```

***

b) Formula: C5H14
Source: OMol25
Level of theory: ωB97M-V/def2-TZVPD

Values from the calculation:
Gap between HOMO and LUMO (Ha): 0.4649
Highest occupied orbital energy (hartree): -0.422
Lowest unoccupied orbital energy (Ha): 0.043
SMILES: CCC.CC

Geometry as ORCA input:
```
! wB97M-V def2-TZVPD RIJCOSX def2/J DEFGRID3
* xyz 0 1
C -0.32621 0.70127 -2.81823
H -1.22535 -0.73947 -1.43294
C 0.15907 0.71058 1.12990
H 0.64462 -0.73305 3.66826
H -0.59602 1.65964 -3.27136
H 2.10889 0.28637 1.92779
H 1.37039 -2.07595 2.81554
H 0.43106 0.96440 -2.07164
H -2.13094 0.68373 -1.68339
H 0.47364 1.28148 0.26275
C 1.22892 -0.27359 1.60110
H -0.24555 -1.61696 2.40160
H 0.24170 0.11426 -3.53822
H -2.16358 -0.44301 -2.97053
C -1.49661 -0.04000 -2.22001
H 1.59637 -0.85674 0.75680
C 0.71684 -1.20459 2.69222
H -0.05196 1.41297 1.93220
H -0.73529 0.16868 0.81815
*
```

***

c) Formula: C5H14
Source: OMol25
Level of theory: ωB97M-V/def2-TZVPD

Values from the calculation:
Gap between HOMO and LUMO (Ha): 0.4362
Highest occupied orbital energy (hartree): -0.395
Lowest unoccupied orbital energy (Ha): 0.041
SMILES: CCC.CC

Geometry as ORCA input:
```
! wB97M-V def2-TZVPD RIJCOSX def2/J DEFGRID3
* xyz 0 1
H 1.49451 0.21466 0.60134
H -0.96026 2.13792 1.21488
H 1.58556 -2.51743 1.64904
C -1.78609 2.32859 0.52826
H 0.66838 -1.29291 -1.56454
C 1.66761 -0.97551 -1.21358
C 0.95875 -1.91851 0.98003
H 0.46236 -2.51868 0.23009
C 1.74166 -0.81698 0.29057
H -2.66302 2.51587 1.14767
C -2.00488 1.22568 -0.46650
H -1.21867 1.16033 -1.20686
H -2.30849 0.37495 0.13791
H 2.79910 -0.84083 0.59215
H 0.13352 -1.51293 1.58688
H 2.02211 -1.97005 -1.55404
H 1.96928 -0.15697 -1.87608
H -2.92378 1.28179 -1.08545
H -1.63765 3.28101 0.00822
*
```

***

Relative energies, unit kJ/mol: a) 20.0; b) 0.0; c) 65.7

***

a) Formula: C4H9BrN
Source: OMol25
Level of theory: ωB97M-V/def2-TZVPD

Values from the calculation:
Gap between HOMO and LUMO (Ha): 0.3264
Highest occupied orbital energy (hartree): -0.472
Lowest unoccupied orbital energy (Ha): -0.146

Geometry as ORCA input:
```
! wB97M-V def2-TZVPD RIJCOSX def2/J DEFGRID3
* xyz 1 1
H -0.03318 -1.06192 1.19043
H 0.81615 1.08687 -2.03760
H -0.46950 1.09568 2.56988
H -1.64696 -0.29852 1.39479
N 0.11116 0.98955 1.65756
H 0.15341 -2.02971 -1.31393
C 0.06745 -1.06991 -1.90700
C 0.65557 0.19654 -1.39381
Br -1.93868 1.44298 -1.08031
H 1.14597 0.87603 2.05464
H 0.09561 1.88248 1.12806
H 1.58036 0.00345 -0.90189
C -0.56377 -0.21729 0.96521
C -0.63847 0.06676 -0.54986
H -0.60532 -1.07446 -2.77181
*
```

***

b) Formula: C4H9BrN
Source: OMol25
Level of theory: ωB97M-V/def2-TZVPD

Values from the calculation:
Gap between HOMO and LUMO (Ha): 0.4114
Highest occupied orbital energy (hartree): -0.536
Lowest unoccupied orbital energy (Ha): -0.125
SMILES: C[NH2+]C1(Br)CC1

Geometry as ORCA input:
```
! wB97M-V def2-TZVPD RIJCOSX def2/J DEFGRID3
* xyz 1 1
C -0.98093 -1.62748 -0.51493
Br -0.29129 0.77392 -2.33870
C 0.77585 1.72840 0.66740
H -1.73074 -1.93434 0.31091
H -1.24950 1.27198 0.44357
H -1.23974 -1.83039 -1.57514
C -0.23293 -0.27933 -0.66339
H 1.73033 1.19983 0.79368
H 1.25832 -2.10179 -0.97039
H 0.79765 -1.68969 0.66795
C 0.53069 -1.53964 -0.30248
H -0.27367 0.27809 1.42501
H 0.83556 2.58570 -0.02275
H 0.41009 2.36048 1.55094
N -0.33969 0.80427 0.52832
*
```

***

Relative energies, unit kJ/mol: a) 57.4; b) 0.0

***

a) Formula: C4H11N2
Source: OMol25
Level of theory: ωB97M-V/def2-TZVPD

Values from the calculation:
Gap between HOMO and LUMO (Ha): 0.3186
Highest occupied orbital energy (hartree): -0.465
Lowest unoccupied orbital energy (Ha): -0.146
SMILES: CC/C([NH3+])=C/N

Geometry as ORCA input:
```
! wB97M-V def2-TZVPD RIJCOSX def2/J DEFGRID3
* xyz 1 1
H -1.21768 0.29482 -1.79970
H 0.08163 -2.43255 -0.15291
H 0.28642 2.19872 -1.64091
H 1.99746 -0.41773 2.42443
H -0.09558 0.67444 1.92288
N -0.19163 -1.59550 -0.74865
H -1.28766 2.77545 -1.23098
H -1.89904 0.76536 -0.06861
N 1.46397 -0.84639 1.67230
H -1.16089 -1.67369 -1.19448
C -0.51859 2.11937 -0.90715
H -0.15422 2.66394 -0.05627
H 1.87118 -1.34004 0.88752
C -1.00823 0.71990 -0.77028
C -0.08299 -0.20742 -0.13034
C 0.34207 -0.10188 1.16586
H 0.27842 -1.59532 -1.70505
*
```

***

b) Formula: C4H11N2
Source: OMol25
Level of theory: ωB97M-V/def2-TZVPD

Values from the calculation:
Gap between HOMO and LUMO (Ha): 0.3833
Highest occupied orbital energy (hartree): -0.501
Lowest unoccupied orbital energy (Ha): -0.118

Geometry as ORCA input:
```
! wB97M-V def2-TZVPD RIJCOSX def2/J DEFGRID3
* xyz 1 1
C -0.78939 -1.06176 0.70186
N -0.13178 0.11515 1.13230
H 0.41823 -0.17089 -1.75557
H 0.27159 2.74624 -2.10554
C -0.08404 1.74874 -2.34551
H 1.64174 0.90220 -1.40703
H -1.84456 -0.91545 0.48918
H 0.91948 1.02241 2.59634
H -1.14249 1.69681 -2.11054
H -0.73545 -3.07667 0.09138
H 0.22912 -0.65770 3.02363
C -0.18925 -2.22093 0.45713
H 0.86496 -2.37143 0.65600
C 0.33768 0.15382 2.30802
H 0.23265 0.79804 -0.45992
N 0.63450 0.78075 -1.45246
H 0.10384 1.49796 -3.38276
*
```

***

Relative energies, unit kJ/mol: a) 89.6; b) 0.0